# 1
This record from the Open Molecules 2025 dataset describes a structure of composition C17H24FN3S3Zn. The level of theory is ωB97M-V with the def2-TZVPD basis set.

Geometry as XYZ:
```
49
Properties=species:S:1:pos:R:3:lowdin_charge:R:1
C 3.153 1.667 0.465 -0.06
C 4.200 0.667 -0.176 -0.21
N 3.587 -0.459 -0.931 -0.27
C 3.164 -1.588 -0.048 -0.25
C 4.475 -2.341 0.474 -0.06
C 2.570 -0.036 -1.833 -1.14
S 2.956 1.175 -2.961 0.72
S 0.858 -0.665 -1.868 0.84
C -0.165 0.797 -1.385 -0.45
C -1.528 0.908 -2.147 -0.20
C -2.662 -0.043 -1.620 -0.12
C -2.716 -0.234 -0.080 -0.06
C -2.787 0.899 0.889 -0.05
C -2.861 2.394 0.459 -0.28
C -1.482 3.139 0.343 -0.02
F -3.664 2.547 -0.697 -0.02
C -2.800 0.667 2.343 0.12
C -2.782 -0.668 2.960 -0.33
N -2.822 -0.968 4.298 -0.18
S -2.822 -2.629 4.290 1.09
N -2.751 -2.964 2.684 -0.22
C -2.729 -1.797 1.976 -0.25
C -2.703 -1.599 0.497 -0.05
C -2.679 -2.889 -0.355 -0.02
H 2.583 1.171 1.293 0.09
H 3.772 2.462 0.968 0.11
H 2.504 2.184 -0.280 0.06
H 4.828 1.284 -0.875 0.11
H 4.884 0.351 0.644 0.13
H 2.554 -2.368 -0.557 0.09
H 2.651 -1.126 0.839 0.13
H 4.147 -3.359 0.796 0.09
H 5.110 -2.502 -0.444 0.07
H 5.016 -1.770 1.259 0.08
H -0.247 0.800 -0.273 0.06
H 0.436 1.713 -1.651 0.07
H -1.830 1.989 -2.135 0.11
H -1.365 0.676 -3.237 0.13
H -3.685 0.219 -2.009 0.15
H -2.447 -1.058 -2.057 0.10
H -3.434 2.922 1.271 0.15
H -1.524 4.095 0.931 0.10
H -0.605 2.564 0.719 0.07
H -1.304 3.454 -0.720 0.09
H -2.829 1.557 3.018 0.14
H -2.005 -2.780 -1.238 0.08
H -2.383 -3.795 0.222 0.09
H -3.717 -3.093 -0.752 0.13
Zn 3.880 -1.572 -3.308 1.04
```

Output
orbital gap: 1.79 eV
total charge: +2
total energy: -106106.714 eV
lowest unoccupied orbital energy: -11.476 eV

***

# 2
This record from the Open Molecules 2025 dataset describes an isolated molecule of C20H18N8. The level of theory is ωB97M-V with the def2-TZVPD basis set.

Geometry as XYZ:
```
46
Properties=species:S:1:pos:R:3:lowdin_charge:R:1
N 2.991 -0.059 -3.832 0.10
N 3.268 1.260 -3.751 0.06
N 0.711 -2.005 -1.607 0.19
N 0.528 -5.641 -0.656 0.06
N -1.110 4.793 1.668 0.06
C 2.107 -0.341 -2.868 -0.23
C 2.705 1.680 -2.715 -0.35
C 1.667 -1.697 -2.530 -0.23
C 0.961 1.123 -1.098 0.16
C 1.817 0.726 -2.152 -0.13
C 0.918 2.573 -0.609 -0.06
C 1.769 3.458 -1.317 -0.01
C 1.525 -6.045 -1.441 -0.16
C 0.252 -4.304 -0.693 -0.06
C -0.215 4.421 0.735 -0.10
C -1.873 3.932 2.328 -0.10
C 2.381 -5.209 -2.232 0.04
C -0.783 2.116 1.193 0.02
C 0.889 -3.389 -1.518 -0.24
C -0.133 3.047 0.451 -0.16
C 1.944 -3.849 -2.299 -0.21
C -1.711 2.565 2.153 -0.23
N 2.667 2.963 -2.225 0.13
N 2.379 -2.747 -2.880 0.16
N -2.558 1.728 2.831 0.05
C -4.197 -0.209 2.590 -0.03
C -1.937 -0.477 3.605 -0.10
C -2.724 0.278 2.673 -0.48
H 0.217 0.539 -0.662 0.07
H 1.803 4.531 -1.064 0.12
H 1.882 -6.982 -1.328 0.06
H -0.511 -3.937 -0.085 0.09
H 0.291 5.161 0.092 0.10
H -2.626 4.241 3.062 0.12
H 3.214 -5.557 -2.827 0.10
H -0.560 1.097 1.071 0.09
H 3.414 3.593 -2.623 0.19
H 3.112 -2.625 -3.557 0.17
H -3.378 2.102 3.293 0.13
H -4.571 0.544 1.937 0.07
H -4.356 -1.154 2.101 0.08
H -4.761 -0.302 3.513 0.08
H -1.873 -1.581 3.498 0.09
H -2.429 -0.211 4.525 0.08
H -0.792 -0.206 3.564 0.12
H -2.312 0.057 1.682 0.13
```

Output
orbital gap: 7.20 eV
total charge: 0
total energy: -32950.022 eV
structure (SMILES): CC(C)Nc1cncc(-c2c[nH]c3nnc(-c4nc5cnccc5[nH]4)c-3c2)c1
lowest unoccupied orbital energy: -0.946 eV

***

# 3
This record from the Open Molecules 2025 dataset describes a cluster of 2 separate species, C4H12 in total. The level of theory is ωB97M-V with the def2-TZVPD basis set.

Geometry as XYZ:
```
16
Properties=species:S:1:pos:R:3:lowdin_charge:R:1
C 0.523 -2.972 2.315 -0.20
C 1.835 -2.378 2.749 -0.20
H -0.096 -2.324 1.672 0.07
H -0.056 -3.227 3.219 0.07
H 0.746 -3.902 1.767 0.06
H 2.342 -3.037 3.474 0.07
H 1.652 -1.402 3.229 0.06
H 2.505 -2.225 1.885 0.07
C -1.379 3.233 -3.027 -0.19
C -0.981 2.157 -2.028 -0.19
H -1.425 4.263 -2.634 0.06
H -2.377 2.956 -3.406 0.06
H -0.664 3.208 -3.867 0.06
H 0.015 2.382 -1.611 0.06
H -0.936 1.180 -2.538 0.07
H -1.703 2.088 -1.197 0.06
```

Output
orbital gap: 12.85 eV
total charge: 0
total energy: -4342.397 eV
structure (SMILES): CC.CC
lowest unoccupied orbital energy: 1.047 eV
energy relative to the best compared isomer or geometry (same formula, charge and spin): 12.6 kJ/mol

***

# 4
This record from the Open Molecules 2025 dataset describes a cluster of 3 separate species, C5H16NO2 in total. The level of theory is ωB97M-V with the def2-TZVPD basis set.

Geometry as XYZ:
```
24
Properties=species:S:1:pos:R:3:lowdin_charge:R:1
C 0.614 -0.618 1.152 -0.16
C -0.567 -0.800 0.111 -0.20
C -1.541 0.344 0.246 -0.19
C -2.695 0.039 0.681 -0.20
C -3.459 1.206 1.095 -0.11
N 1.432 0.610 0.739 0.13
H 1.171 -1.650 1.179 0.15
H 0.265 -0.430 2.232 0.14
H -0.986 -1.881 0.215 0.15
H -0.201 -0.846 -0.965 0.11
H -1.348 1.206 -0.299 0.10
H -3.122 -0.968 0.976 0.15
H -2.919 2.162 0.981 0.08
H -3.681 0.804 2.144 0.12
H -4.438 1.408 0.560 0.10
H 0.680 1.222 0.287 0.16
H 2.127 0.305 -0.043 0.10
H 1.934 1.026 1.581 0.19
H 2.607 -1.922 -2.253 0.03
H 2.035 -1.600 -3.570 0.08
O 1.924 -1.388 -2.626 -0.04
H 3.286 -0.204 -1.757 0.15
H 3.523 1.336 -1.636 0.04
O 3.359 0.639 -1.028 -0.10
```

Output
orbital gap: 9.63 eV
total charge: +1
total energy: -11020.882 eV
lowest unoccupied orbital energy: -3.047 eV
energy relative to the best compared isomer or geometry (same formula, charge and spin): 289.4 kJ/mol

***

# 5
This record from the Open Molecules 2025 dataset describes a cluster of 5 separate species, C14H34N5O9PS in total. The level of theory is ωB97M-V with the def2-TZVPD basis set.

Geometry as XYZ:
```
64
Properties=species:S:1:pos:R:3:lowdin_charge:R:1
N -0.061 -4.069 -0.287 0.08
C -0.372 -2.730 0.048 -0.44
O -0.110 -2.404 1.444 -0.07
C 1.067 -1.884 1.853 -0.83
O 1.552 -2.202 2.891 0.07
S 1.788 -0.523 0.904 0.88
P -2.141 -2.392 -0.264 0.47
O -2.469 -2.266 -1.682 -0.24
O -2.906 -3.580 0.486 -0.11
O -2.427 -1.104 0.624 -0.11
H -0.526 -4.759 0.287 0.09
H 0.928 -4.262 -0.346 0.09
H 0.174 -2.067 -0.625 0.10
H 1.903 -1.123 -0.284 -0.13
H -2.609 -3.705 1.397 0.09
H -2.894 -0.421 0.119 0.10
C -5.008 -3.966 -2.221 -0.02
C -5.760 -4.971 -3.061 -0.55
O -5.228 -5.610 -3.952 0.03
N -7.086 -5.151 -2.785 0.00
C -7.886 -4.493 -1.776 -0.09
H -3.978 -3.918 -2.553 0.06
H -5.451 -2.973 -2.320 0.09
H -5.033 -4.257 -1.170 0.08
H -7.531 -5.833 -3.378 0.14
H -8.302 -5.214 -1.069 0.08
H -8.714 -3.941 -2.226 0.08
H -7.274 -3.789 -1.221 0.07
C 5.501 3.774 0.855 0.00
C 4.544 2.616 1.006 -0.54
O 3.899 2.175 0.066 0.01
N 4.423 2.054 2.239 0.01
C 5.099 2.427 3.462 -0.08
H 5.508 4.093 -0.184 0.05
H 5.207 4.609 1.492 0.09
H 6.515 3.476 1.127 0.09
H 3.782 1.275 2.267 0.10
H 5.701 1.601 3.845 0.08
H 4.383 2.714 4.234 0.08
H 5.757 3.270 3.279 0.07
C -3.777 0.812 3.489 -0.01
C -2.956 1.829 2.727 -0.55
O -3.102 2.008 1.530 0.03
N -2.035 2.542 3.428 0.01
C -1.724 2.463 4.839 -0.08
H -4.454 0.337 2.787 0.08
H -3.138 0.052 3.939 0.08
H -4.358 1.288 4.280 0.08
H -1.519 3.197 2.861 0.14
H -1.895 3.421 5.332 0.08
H -0.682 2.179 4.994 0.08
H -2.352 1.719 5.318 0.07
C 3.921 3.588 -2.865 -0.01
C 5.384 3.686 -3.219 -0.54
O 6.190 4.249 -2.493 0.02
N 5.788 3.120 -4.388 0.00
C 4.984 2.417 -5.364 -0.08
H 3.776 4.073 -1.906 0.07
H 3.302 4.082 -3.616 0.09
H 3.607 2.550 -2.767 0.08
H 6.776 3.219 -4.565 0.14
H 5.329 1.389 -5.490 0.08
H 5.023 2.913 -6.335 0.08
H 3.949 2.389 -5.038 0.07
```

Output
orbital gap: 9.37 eV
total charge: 0
total energy: -61075.455 eV
structure (SMILES): N[C@H](OC(=O)S)P(=O)(O)O.CNC(C)=O.CNC(C)=O.CNC(C)=O.CNC(C)=O
lowest unoccupied orbital energy: 0.211 eV
energy relative to the best compared isomer or geometry (same formula, charge and spin): 0.0 kJ/mol

***

# 6
This record from the Open Molecules 2025 dataset describes an isolated molecule of C23H27N3O4. The level of theory is ωB97M-V with the def2-TZVPD basis set.

Geometry as XYZ:
```
57
Properties=species:S:1:pos:R:3:lowdin_charge:R:1
C -3.561 -0.490 2.668 -0.06
C -3.808 -1.737 1.834 -0.27
O -4.244 -1.363 0.544 -0.19
C -4.532 -2.473 -0.274 -0.23
C -4.724 -2.012 -1.717 -0.14
H -5.260 -2.787 -2.267 0.11
C -3.389 -1.749 -2.421 -0.17
N -2.651 -0.651 -1.848 0.08
C -1.717 -0.829 -0.885 -0.45
O -1.330 -1.924 -0.524 0.07
C -1.083 0.441 -0.407 -0.06
C 0.282 0.453 -0.335 0.07
C 0.956 1.654 0.011 -0.28
N 0.312 2.789 0.194 0.16
C -1.032 2.793 0.168 -0.22
C -1.694 4.013 0.420 -0.02
C -3.059 4.066 0.471 -0.08
C -3.820 2.903 0.289 -0.08
C -3.210 1.706 0.019 -0.05
C -1.808 1.625 -0.081 -0.11
H -3.800 0.806 -0.066 0.09
H -4.896 2.953 0.370 0.10
H -3.560 5.001 0.672 0.10
H -1.086 4.887 0.592 0.11
N 2.312 1.737 0.097 0.12
C 3.265 0.727 0.153 -0.17
C 3.041 -0.513 0.730 -0.02
C 4.034 -1.481 0.770 -0.02
C 5.286 -1.205 0.248 -0.28
C 5.543 0.057 -0.297 0.06
C 4.554 1.017 -0.347 -0.20
O 4.715 2.278 -0.852 -0.08
C 5.983 2.644 -1.337 -0.08
H 6.284 2.019 -2.184 0.10
H 6.745 2.585 -0.553 0.10
H 5.884 3.677 -1.669 0.09
H 6.535 0.238 -0.677 0.12
O 6.341 -2.071 0.223 -0.09
C 6.154 -3.360 0.753 -0.09
H 7.103 -3.876 0.615 0.09
H 5.366 -3.903 0.222 0.10
H 5.914 -3.325 1.821 0.09
H 3.809 -2.434 1.221 0.10
H 2.083 -0.728 1.175 0.12
H 2.676 2.681 0.084 0.15
H 0.839 -0.428 -0.611 0.12
H -2.987 0.282 -2.029 0.14
H -2.752 -2.634 -2.335 0.12
H -3.565 -1.535 -3.480 0.12
H -5.330 -1.104 -1.715 0.12
H -5.447 -2.969 0.092 0.12
H -3.707 -3.198 -0.222 0.12
H -4.577 -2.367 2.311 0.12
H -2.884 -2.328 1.749 0.12
H -2.752 0.095 2.240 0.06
H -3.294 -0.777 3.681 0.08
H -4.457 0.125 2.695 0.08
```

Output
orbital gap: 7.61 eV
total charge: 0
total energy: -36949.815 eV
structure (SMILES): CCOCCCNC(=O)c1cc(Nc2ccc(OC)cc2OC)nc2ccccc12
lowest unoccupied orbital energy: 0.340 eV
energy relative to the best compared isomer or geometry (same formula, charge and spin): 158.3 kJ/mol